# 1
Molecular formula: C31H79ClF9N2O12PSi2
Method: DFT, ωB97M-V with the def2-TZVPD basis set

The calculation puts the electronic energy at -123005.54230 eV. Its relative energy (zero: lowest compared OMol25 entry of this formula, charge and spin) is 0.0 kcal per mole. The HOMO energy comes out at -8.19 eV. The value obtained for the LUMO energy is 0.25 eV.

Each line ends with the Löwdin charge.
Positions of all 137 atoms, in Å:
1 C 0.45279 5.02220 5.01022  -0.09
2 C -0.65891 4.38792 4.15453  -0.33
3 N -0.58137 4.80711 2.71042  -0.11
4 Si -1.32902 3.56455 1.69698  0.48
5 C -2.84119 4.31941 0.81376  -0.19
6 C -3.84386 3.15606 0.60387  -0.27
7 O -4.29818 2.77798 1.89828  -0.16
8 C -5.65060 2.42581 1.96020  -0.11
9 C -6.09412 1.11418 1.25858  -0.37
10 F -7.35011 0.80955 1.69937  0.11
11 F -6.29193 1.44170 -0.03880  0.11
12 C -5.15420 -0.11249 1.26583  -0.35
13 F -5.42622 -0.80159 0.12985  0.13
14 F -3.85210 0.15360 1.19884  0.18
15 C -5.35507 -1.16259 2.39548  -0.37
16 F -6.57479 -1.66758 2.42638  0.17
17 F -4.56681 -2.20876 2.02881  0.12
18 C -4.85879 -0.75164 3.81085  -0.28
19 F -4.51947 0.54311 3.90476  0.11
20 F -5.82411 -1.03395 4.69991  0.11
21 O -0.32689 3.00482 0.47418  -0.28
22 Si 1.29438 3.22401 0.75047  0.20
23 F 2.03021 2.42512 -0.45109  -0.15
24 C 1.90391 2.56514 2.40123  -0.24
25 C 3.30315 1.90730 2.35438  -0.25
26 C 3.35584 0.55980 1.63319  -0.22
27 C 4.71038 -0.12182 1.97167  -0.29
28 N 4.99791 -1.25373 1.08624  -0.01
29 P 1.85146 5.37847 0.33230  0.44
30 O 2.06008 6.18270 1.75376  -0.42
31 Cl 3.77849 5.17219 -0.49058  0.13
32 H 1.42983 4.91021 4.52648  0.04
33 H 0.27425 6.07727 5.22291  0.07
34 H 0.54507 4.46469 5.94743  0.07
35 H -1.61924 4.67899 4.59606  0.08
36 H -0.52496 3.30527 4.22619  0.08
37 H -1.23418 5.58624 2.66275  0.08
38 H -1.80851 2.48947 2.57509  0.05
39 H -2.51461 4.65533 -0.17637  0.09
40 H -3.30026 5.11548 1.40357  0.08
41 H -4.66199 3.49169 -0.04313  0.12
42 H -3.30948 2.35830 0.07069  0.12
43 H -6.20949 3.23582 1.47239  0.13
44 H -5.99439 2.44939 2.99493  0.12
45 H -3.98685 -1.35432 4.07403  0.18
46 H 1.18249 1.90770 2.90274  0.09
47 H 1.99221 3.43644 3.06614  0.05
48 H 4.06476 2.57757 1.94517  0.11
49 H 3.59014 1.71230 3.39578  0.11
50 H 2.54776 -0.12520 1.91892  0.12
51 H 3.34601 0.63553 0.54276  0.10
52 H 5.45951 0.64451 1.72307  0.10
53 H 4.77801 -0.38049 3.02945  0.11
54 H 4.43747 -1.22811 0.24558  0.04
55 H 4.92476 -2.14067 1.56182  0.05
56 H 1.80269 5.64505 2.51961  -0.01
57 C -5.13094 3.57114 6.52893  -0.08
58 C -3.62077 3.51107 6.65927  -0.30
59 O -3.00617 4.60793 5.98240  -0.11
60 H -5.42237 3.55709 5.47709  0.07
61 H -5.60175 2.72750 7.03621  0.08
62 H -5.51951 4.49771 6.95881  0.07
63 H -3.23514 2.59620 6.21037  0.11
64 H -3.32229 3.53179 7.71187  0.11
65 H -3.33533 5.42186 6.38116  0.09
66 C -7.04559 -5.67742 0.62217  -0.09
67 C -5.54054 -5.71385 0.81541  -0.32
68 O -4.91736 -4.60755 0.17280  -0.09
69 H -7.29283 -5.69096 -0.44017  0.08
70 H -7.52464 -6.53073 1.10579  0.07
71 H -7.46591 -4.75872 1.03948  0.07
72 H -5.12148 -6.62049 0.38065  0.11
73 H -5.28891 -5.69396 1.88181  0.11
74 H -5.27784 -3.80438 0.56340  0.05
75 C 5.51041 -5.30424 -1.03447  -0.09
76 C 4.21792 -4.53087 -1.19250  -0.32
77 O 4.49210 -3.18232 -1.55922  -0.09
78 H 6.14357 -4.83787 -0.27808  0.08
79 H 5.32473 -6.34093 -0.74507  0.07
80 H 6.06919 -5.29720 -1.97244  0.05
81 H 3.66087 -4.51111 -0.25574  0.11
82 H 3.58419 -4.98937 -1.95973  0.11
83 H 4.97970 -3.19852 -2.39298  0.07
84 C -7.58405 -1.07929 -2.34643  -0.09
85 C -7.02301 -1.29808 -3.73889  -0.32
86 O -7.31074 -0.18780 -4.58588  -0.09
87 H -8.66415 -0.93011 -2.39005  0.08
88 H -7.37194 -1.93349 -1.70049  0.07
89 H -7.15392 -0.18411 -1.89301  0.05
90 H -7.46834 -2.17986 -4.19757  0.11
91 H -5.93817 -1.44123 -3.69907  0.11
92 H -6.90833 0.59278 -4.19007  0.08
93 C 8.97324 -4.32471 -5.22029  -0.09
94 C 8.28131 -4.26755 -3.87503  -0.31
95 O 6.95162 -3.76750 -4.02145  -0.10
96 H 9.00374 -3.33305 -5.67281  0.07
97 H 9.99473 -4.69759 -5.12046  0.08
98 H 8.42874 -4.97704 -5.90469  0.06
99 H 8.81243 -3.59985 -3.19734  0.10
100 H 8.23764 -5.26184 -3.41679  0.11
101 H 6.48076 -4.36424 -4.61429  0.09
102 C 8.50501 0.84383 -3.31158  -0.09
103 C 8.35306 -0.50838 -3.98310  -0.32
104 O 9.61747 -0.96830 -4.46705  -0.09
105 H 8.91426 1.57306 -4.01231  0.07
106 H 7.54480 1.20932 -2.94416  0.07
107 H 9.19945 0.78109 -2.46988  0.07
108 H 7.67682 -0.44001 -4.83361  0.12
109 H 7.95153 -1.24732 -3.28331  0.10
110 H 10.20841 -1.03669 -3.70939  0.08
111 C 0.22027 2.19038 -4.09105  -0.09
112 C 1.53445 2.94125 -4.20416  -0.32
113 O 1.49776 4.14780 -3.45122  -0.10
114 H -0.60433 2.81159 -4.44462  0.07
115 H 0.24254 1.26883 -4.67597  0.07
116 H 0.01062 1.93729 -3.04859  0.07
117 H 1.73234 3.21114 -5.24115  0.11
118 H 2.36255 2.32201 -3.84335  0.11
119 H 1.33592 3.91065 -2.53112  0.04
120 C 10.46363 -7.94298 -7.44037  -0.09
121 C 9.74913 -7.87791 -6.10366  -0.32
122 O 8.41960 -7.38658 -6.25875  -0.10
123 H 10.49536 -6.95566 -7.90301  0.08
124 H 11.48476 -8.30888 -7.32168  0.07
125 H 9.93393 -8.60518 -8.12971  0.07
126 H 10.26780 -7.20109 -5.42613  0.10
127 H 9.70950 -8.86833 -5.63865  0.11
128 H 7.95223 -7.98816 -6.84872  0.08
129 C -10.25492 3.18892 3.04260  -0.08
130 C -8.74889 3.14436 3.21766  -0.32
131 O -8.15754 4.27767 2.58253  -0.09
132 H -10.51327 3.20105 1.98319  0.08
133 H -10.73099 2.32586 3.51100  0.08
134 H -10.66830 4.09843 3.48548  0.07
135 H -8.31440 2.26030 2.76128  0.08
136 H -8.47759 3.14540 4.28035  0.11
137 H -8.51972 5.07087 2.99163  0.08

---

# 2
Molecular formula: C31H79N3O20
Method: DFT, ωB97M-V with the def2-TZVPD basis set

The calculation puts the electronic energy at -78830.06562 eV. Its relative energy (zero: lowest compared OMol25 entry of this formula, charge and spin) is 14.8 kcal per mole. The HOMO energy comes out at -9.15 eV. The value obtained for the LUMO energy is 0.05 eV.

Each line ends with the Löwdin charge.
Positions of all 133 atoms, in Å:
1 C 4.00981 -3.05266 0.64476  0.04
2 N 5.14316 -2.78793 1.56602  -0.44
3 O 6.16887 -3.40716 1.40023  0.07
4 O 5.02464 -1.85671 2.34151  0.05
5 H 4.29745 -3.91319 0.04569  0.08
6 H 3.94875 -2.21093 -0.04270  0.09
7 H 3.03921 -3.22259 1.09920  0.09
8 C 2.52929 -7.81097 1.32023  0.05
9 N 2.98335 -6.87499 0.24758  -0.43
10 O 2.22358 -6.56914 -0.64583  0.06
11 O 4.08929 -6.38681 0.41938  0.05
12 H 3.17918 -8.67431 1.38033  0.10
13 H 1.49830 -8.08902 1.11459  0.09
14 H 2.50906 -7.21280 2.22767  0.10
15 C -5.45492 3.92497 1.11802  0.06
16 N -4.06740 3.63028 0.63034  -0.45
17 O -3.16003 3.99865 1.33455  0.08
18 O -3.97010 2.94605 -0.35617  0.06
19 H -5.41061 4.75690 1.80633  0.09
20 H -5.80493 2.97977 1.52458  0.10
21 H -6.04301 4.13063 0.22716  0.09
22 C 4.39419 1.19888 -0.62621  -0.12
23 O 3.20015 1.91131 -0.51257  -0.18
24 C 3.04154 2.48635 0.77076  -0.20
25 C 3.97980 3.63650 1.08757  -0.20
26 O 3.53288 4.75604 0.33908  -0.16
27 C 4.24994 5.92102 0.62431  -0.13
28 H 5.27400 1.84681 -0.70420  0.09
29 H 4.39525 0.63619 -1.56711  0.07
30 H 4.55082 0.39678 0.10839  0.08
31 H 3.12116 1.71921 1.55326  0.13
32 H 2.02091 2.86003 0.86412  0.12
33 H 5.02721 3.39951 0.89306  0.12
34 H 3.84112 3.83365 2.15664  0.11
35 H 4.37844 6.07822 1.70501  0.08
36 H 3.63915 6.74082 0.23505  0.09
37 H 5.24754 6.05607 0.18380  0.09
38 C 2.88261 2.78915 -8.63328  -0.11
39 O 3.45320 2.66719 -7.35602  -0.16
40 C 3.70229 1.33492 -7.00220  -0.23
41 C 3.74631 1.19417 -5.49717  -0.23
42 O 2.48130 1.49761 -4.98339  -0.17
43 C 2.35392 1.26887 -3.60168  -0.10
44 H 3.64441 2.53228 -9.38277  0.09
45 H 2.67612 3.84340 -8.82705  0.09
46 H 1.95378 2.23697 -8.78869  0.08
47 H 4.58718 0.91476 -7.49918  0.13
48 H 2.91020 0.65905 -7.35808  0.13
49 H 4.46620 1.90927 -5.07157  0.13
50 H 4.10737 0.19198 -5.23111  0.12
51 H 1.31399 1.42519 -3.32341  0.07
52 H 2.88645 2.04088 -3.03307  0.08
53 H 2.74563 0.28852 -3.31771  0.08
54 C -6.72052 -0.06555 4.79184  -0.10
55 O -5.76751 -0.81953 4.07443  -0.18
56 C -5.48128 -2.06408 4.64154  -0.24
57 C -4.33230 -2.76920 3.97639  -0.23
58 O -3.08601 -2.16868 4.21400  -0.17
59 C -2.64975 -1.40771 3.11321  -0.11
60 H -6.76656 0.89917 4.29406  0.08
61 H -6.41443 0.12275 5.82535  0.09
62 H -7.68277 -0.58146 4.79525  0.09
63 H -6.33517 -2.76204 4.57231  0.13
64 H -5.31790 -2.01213 5.72760  0.13
65 H -4.57539 -2.93409 2.91930  0.14
66 H -4.37531 -3.79356 4.36563  0.12
67 H -1.80677 -0.75833 3.34925  0.10
68 H -3.42119 -0.67182 2.83916  0.08
69 H -2.43952 -1.97739 2.20258  0.08
70 C -1.87439 2.22577 -3.39183  -0.11
71 O -1.65668 2.30315 -4.78776  -0.16
72 C -2.87938 2.34984 -5.47288  -0.23
73 C -2.70065 2.70213 -6.93741  -0.22
74 O -1.74376 1.92185 -7.60011  -0.16
75 C -1.73578 2.12605 -8.98059  -0.13
76 H -2.27093 1.25097 -3.09392  0.08
77 H -2.51045 3.04736 -3.04928  0.08
78 H -0.93420 2.37226 -2.85662  0.08
79 H -3.59344 3.05869 -5.03302  0.12
80 H -3.37181 1.36311 -5.42315  0.13
81 H -2.53565 3.78019 -7.05471  0.13
82 H -3.67374 2.48586 -7.40533  0.12
83 H -0.87397 1.62028 -9.41801  0.08
84 H -1.59656 3.18597 -9.22033  0.09
85 H -2.61408 1.71978 -9.49228  0.09
86 C -2.08779 -6.36561 -0.37830  -0.11
87 O -2.52609 -5.99467 0.90725  -0.19
88 C -2.33537 -6.95782 1.93068  -0.19
89 C -2.14797 -6.24247 3.26072  -0.22
90 O -0.93224 -5.55002 3.28728  -0.18
91 C -0.82693 -4.76571 4.45323  -0.09
92 H -2.07161 -5.48265 -1.01122  0.09
93 H -2.76733 -7.11654 -0.80527  0.09
94 H -1.10097 -6.84403 -0.38209  0.08
95 H -1.49734 -7.63993 1.74555  0.12
96 H -3.23367 -7.58356 1.90778  0.13
97 H -2.23234 -6.99175 4.05490  0.13
98 H -3.00007 -5.56099 3.35321  0.12
99 H 0.17800 -4.46547 4.74582  0.09
100 H -1.11328 -5.38076 5.32551  0.09
101 H -1.54329 -3.94002 4.44253  0.08
102 C -0.40104 3.01758 2.39887  -0.11
103 O 0.38701 4.03748 2.98272  -0.18
104 C 1.36010 3.65258 3.93600  -0.20
105 C 1.99925 4.93028 4.44804  -0.21
106 O 1.01974 5.72017 5.09064  -0.17
107 C 1.51572 6.46161 6.19348  -0.11
108 H -0.72845 3.23624 1.38747  0.07
109 H -1.29043 2.78019 2.99070  0.09
110 H 0.18017 2.08935 2.35719  0.07
111 H 2.10609 2.97531 3.50290  0.11
112 H 0.86135 3.11362 4.74841  0.13
113 H 2.48168 5.52105 3.66556  0.12
114 H 2.77753 4.58669 5.14195  0.12
115 H 0.99661 7.41610 6.18528  0.09
116 H 2.60380 6.58488 6.15912  0.08
117 H 1.36488 5.89864 7.12326  0.09
118 C -1.88896 0.25087 0.21615  -0.09
119 O -0.59280 0.13115 0.76448  -0.19
120 C 0.42359 -0.29665 -0.11684  -0.19
121 C 0.38031 -1.77265 -0.50118  -0.20
122 O 0.61508 -2.50190 0.66281  -0.19
123 C 0.27065 -3.86193 0.59763  -0.10
124 H -2.29871 1.20503 0.55618  0.07
125 H -2.56008 -0.55823 0.50886  0.07
126 H -1.82469 0.33738 -0.87473  0.08
127 H 1.33319 -0.10318 0.45596  0.12
128 H 0.48787 0.36011 -0.98986  0.12
129 H 1.06843 -2.00662 -1.31775  0.13
130 H -0.66755 -1.88509 -0.82730  0.13
131 H -0.82072 -3.94949 0.54334  0.08
132 H 0.63174 -4.48825 1.40935  0.08
133 H 0.64683 -4.31951 -0.32903  0.08